{"formula": "C2H2Br2O3", "method": "ωB97M-V/def2-TZVPD", "de_lowest_kj_mol": 266.2, "e_lumo_ev": -1.36, "homo_energy_ev": -10.2, "symbols": ["C", "C", "O", "O", "O", "Br", "Br", "H", "H"], "xyz": [[-0.702727, 0.331729, 0.584240], [0.969379, -0.350346, -0.601308], [0.158207, 1.335667, 0.301096], [-0.104725, -0.868603, -0.000822], [-1.849462, 0.641792, -0.072207], [2.603394, -0.468941, 0.191700], [-3.253555, -0.457254, 0.106667], [-0.876210, 0.125447, 1.660615], [0.975178, -0.182058, -1.677314]], "atomic_forces_ev_per_a": [[0.6899, 0.7124, 1.0894], [-1.8850, 2.4122, 1.4022], [1.2898, -2.2177, -1.1215], [0.6072, -0.6590, -0.5280], [-0.7042, 0.6776, -0.9196], [0.5432, -0.2274, 0.1004], [-0.4584, -0.5533, 0.2764], [-0.0516, -0.1177, -0.4072], [-0.0309, -0.0270, 0.1081]], "mulliken_charge": [0.36, 0.10, -0.62, -0.26, -0.31, 0.03, 0.03, 0.34, 0.34]}